1.
Density functional theory data (ωB97M-V/def2-TZVPD) for C16H24ClNO as an isolated structure.

ΔE to the lowest compared entry with this formula, charge and spin in kJ/mol: 1154.0
Total energy in eV: -33030.576
HOMO level in Ha: -0.317
Lowest unoccupied orbital energy in eV: -0.24

Geometry (Å):
C 3.953 2.560 -4.045
C 4.220 1.941 -2.707
C 3.063 1.331 -1.910
C 2.113 2.583 -1.562
C 0.901 2.160 -0.800
C 1.550 1.938 0.784
H 1.909 2.970 1.317
C 0.441 1.162 1.557
N -0.008 -0.104 1.074
C 0.789 -1.068 1.060
O 2.152 -1.163 1.468
C 0.448 -2.411 0.209
H -0.601 -2.740 0.749
H 1.236 -3.077 0.245
Cl -0.321 -1.933 -1.397
C -1.353 -0.129 1.092
C -2.235 0.669 0.133
C -3.481 0.452 0.029
C -4.223 -0.699 0.794
C -3.398 -1.280 1.826
C -2.107 -1.132 1.741
H -1.366 -1.653 2.685
C -4.127 -2.348 2.664
H -4.985 -1.784 3.133
H -4.486 -3.379 1.830
H -3.641 -2.660 3.459
H -5.348 -0.519 0.660
H -4.013 0.783 -0.728
H -1.540 1.332 -0.481
H -0.433 1.926 1.811
H 0.900 0.951 2.653
H 2.362 1.139 0.645
H 0.257 2.775 -0.592
H 0.613 1.258 -1.123
H 1.725 3.092 -2.476
H 2.816 3.207 -0.962
H 2.538 0.661 -2.706
H 3.622 1.056 -0.846
H 4.899 2.749 -2.185
H 5.241 1.147 -2.862
H 3.364 1.895 -4.547
H 5.084 2.900 -4.546
H 3.412 3.524 -4.072


2.
Density functional theory data (ωB97M-V/def2-TZVPD) for C16H24F5MnN4S as an isolated structure.

2S+1: 6
ΔE to the lowest compared entry with this formula, charge and spin in kJ/mol: 0.0
Total energy in eV: -78680.540
HOMO level (spin up / spin down) in Ha: -0.393 / -0.404
Total charge: +1
Lowest unoccupied orbital energy (spin up / spin down) in eV: -2.21 / -2.26

Geometry (Å):
Mn -0.538 -0.209 0.554
C 2.560 0.135 -1.103
C 1.894 -1.232 -0.843
N 0.470 -1.270 -1.226
C -0.150 -2.602 -1.363
C -0.489 -3.238 -0.031
N -1.168 -2.289 0.887
C -0.997 -2.621 2.332
C 0.310 -2.125 2.979
C 0.289 -0.690 3.513
N 0.276 0.382 2.476
C 1.603 0.984 2.175
C 1.441 2.050 1.081
N 0.766 1.550 -0.115
C 1.638 1.315 -1.282
H 3.139 0.064 -2.022
H 3.258 0.323 -0.283
H 1.966 -1.509 0.210
H 2.451 -1.993 -1.379
H 0.311 -0.773 -2.089
H 0.505 -3.267 -1.922
H -1.056 -2.438 -1.947
H 0.422 -3.577 0.443
H -1.122 -4.122 -0.208
H -2.158 -2.286 0.681
H -1.079 -3.725 2.457
H -1.815 -2.156 2.866
H 1.160 -2.288 2.327
H 0.462 -2.780 3.852
H 1.151 -0.533 4.171
H -0.630 -0.540 4.089
H -0.393 1.109 2.740
H 2.225 0.155 1.825
H 2.058 1.392 3.075
H 2.398 2.487 0.809
H 0.839 2.889 1.445
H 0.013 2.202 -0.341
H 2.240 2.213 -1.463
H 0.987 1.217 -2.148
F -1.428 3.357 -4.755
C -1.810 2.857 -3.564
C -1.786 1.482 -3.347
F -1.422 0.639 -4.325
C -2.120 0.987 -2.110
F -2.154 -0.346 -1.920
C -2.373 1.810 -1.017
S -2.505 1.141 0.592
C -2.440 3.174 -1.258
F -2.710 4.009 -0.255
C -2.208 3.686 -2.532
F -2.282 4.999 -2.731


3.
Density functional theory data (ωB97M-V/def2-TZVPD) for one molecule with the formula C16H24N2O.

ΔE to the lowest compared entry with this formula, charge and spin in kJ/mol: 115.7
Total energy in eV: -22009.238
SMILES: CCCCCCC(=O)N/N=C(\C)Cc1ccccc1
HOMO level in Ha: -0.329
Lowest unoccupied orbital energy in eV: 0.72

Geometry (Å):
C 4.571 -2.645 1.087
C 4.640 -2.917 -0.412
C 4.169 -1.736 -1.262
C 2.707 -1.334 -1.060
C 1.719 -2.425 -1.467
C 0.272 -1.943 -1.336
C -0.017 -0.861 -2.348
O 0.123 -0.983 -3.546
N -0.468 0.328 -1.845
N -0.651 0.556 -0.529
C -1.073 1.673 -0.098
C -1.436 2.864 -0.942
C -1.261 1.796 1.387
C -2.729 1.942 1.699
C -3.597 0.895 1.410
C -4.950 1.014 1.665
C -5.454 2.184 2.211
C -4.597 3.231 2.501
C -3.242 3.111 2.243
H 3.542 -2.530 1.417
H 5.013 -3.471 1.641
H 5.117 -1.736 1.334
H 4.049 -3.803 -0.649
H 5.676 -3.136 -0.682
H 4.318 -1.986 -2.316
H 4.799 -0.872 -1.036
H 2.514 -0.446 -1.667
H 2.537 -1.059 -0.018
H 1.853 -3.306 -0.838
H 1.901 -2.711 -2.505
H -0.405 -2.774 -1.546
H 0.078 -1.564 -0.334
H -0.667 1.054 -2.533
H -0.561 3.231 -1.481
H -1.825 3.664 -0.320
H -2.200 2.596 -1.674
H -0.864 0.899 1.864
H -0.714 2.667 1.754
H -3.200 -0.014 0.982
H -5.615 0.194 1.438
H -6.511 2.278 2.411
H -4.983 4.145 2.927
H -2.578 3.932 2.474


4.
Density functional theory data (ωB97M-V/def2-TZVPD) for one molecule with the formula C16H24N2O2.

ΔE to the lowest compared entry with this formula, charge and spin in kJ/mol: 114.1
Total energy in eV: -24057.240
SMILES: CCCCCCCC(=O)NNC(=O)Cc1ccccc1
HOMO level in Ha: -0.327
Lowest unoccupied orbital energy in eV: 0.84

Geometry (Å):
C 7.462 0.732 0.189
C 5.968 0.674 -0.104
C 5.195 0.028 1.044
C 3.679 0.061 0.852
C 3.206 -0.800 -0.318
C 1.685 -0.954 -0.372
C 0.982 0.378 -0.631
C -0.473 0.284 -1.031
O -1.040 1.114 -1.719
N -1.137 -0.803 -0.579
N -2.499 -0.932 -0.849
C -3.243 -1.835 -0.176
O -2.744 -2.628 0.597
C -4.724 -1.752 -0.511
C -5.255 -0.414 -0.074
C -5.407 0.627 -0.980
C -5.853 1.868 -0.558
C -6.147 2.082 0.778
C -5.996 1.049 1.689
C -5.552 -0.190 1.266
H 7.654 1.318 1.086
H 7.998 1.188 -0.640
H 7.858 -0.269 0.344
H 5.807 0.108 -1.022
H 5.591 1.687 -0.266
H 5.523 -1.008 1.161
H 5.440 0.556 1.969
H 3.366 1.096 0.699
H 3.204 -0.300 1.768
H 3.552 -0.369 -1.259
H 3.651 -1.794 -0.225
H 1.345 -1.385 0.572
H 1.435 -1.653 -1.174
H 1.491 0.920 -1.431
H 1.025 1.008 0.262
H -0.798 -1.488 0.082
H -2.863 -0.154 -1.387
H -4.855 -1.887 -1.586
H -5.229 -2.562 0.017
H -5.189 0.467 -2.028
H -5.968 2.668 -1.273
H -6.493 3.050 1.108
H -6.225 1.210 2.732
H -5.429 -0.995 1.976


5.
Density functional theory data (ωB97M-V/def2-TZVPD) for one molecule with the formula C16H24N4O3S2.

ΔE to the lowest compared entry with this formula, charge and spin in kJ/mol: 54.3
Total energy in eV: -50753.912
SMILES: CCN(CC)S(=O)(=O)c1ccc(C)c(NC(=S)NNC(=O)C2CC2)c1
HOMO level in Ha: -0.320
Lowest unoccupied orbital energy in eV: 0.40

Geometry (Å):
C -2.002 -1.020 2.081
C -2.480 -1.730 0.818
N -3.605 -1.039 0.224
C -4.942 -1.531 0.474
C -5.273 -2.798 -0.310
S -3.317 -0.355 -1.265
O -4.566 0.128 -1.778
O -2.517 -1.206 -2.103
C -2.315 1.045 -0.767
C -2.936 2.178 -0.282
C -2.157 3.245 0.133
C -0.771 3.182 0.097
C 0.061 4.337 0.569
C -0.161 2.014 -0.386
N 1.237 1.943 -0.436
C 2.007 0.863 -0.134
S 1.442 -0.578 0.457
N 3.343 1.077 -0.230
N 4.219 0.006 -0.089
C 5.349 0.016 -0.849
O 5.638 1.007 -1.499
C 6.193 -1.198 -0.774
C 6.260 -2.031 0.481
C 5.579 -2.575 -0.725
C -0.942 0.956 -0.838
H -1.122 -1.523 2.473
H -2.781 -1.024 2.840
H -1.742 0.011 1.857
H -2.750 -2.764 1.051
H -1.678 -1.754 0.078
H -5.046 -1.696 1.550
H -5.620 -0.732 0.170
H -5.160 -2.599 -1.372
H -6.297 -3.104 -0.111
H -4.606 -3.613 -0.037
H -4.012 2.213 -0.253
H -2.631 4.141 0.503
H -0.572 5.099 1.016
H 0.788 4.013 1.313
H 0.600 4.794 -0.262
H 1.720 2.821 -0.570
H 3.754 1.780 -0.844
H 3.743 -0.822 0.267
H 7.103 -1.079 -1.348
H 5.663 -1.725 1.325
H 7.223 -2.433 0.754
H 6.070 -3.353 -1.289
H 4.502 -2.660 -0.727
H -0.497 0.069 -1.256


6.
Density functional theory data (ωB97M-V/def2-TZVPD) for a 2-piece molecular cluster, C16H24N4O6 overall.

ΔE to the lowest compared entry with this formula, charge and spin in kJ/mol: 5.2
Total energy in eV: -35228.610
SMILES: CNC(=O)[C@@H](NC(C)=O)[C@@H](C)O.O=C(O)c1nc(=O)[nH]c2c1CCCC2
HOMO level in Ha: -0.308
Lowest unoccupied orbital energy in eV: -0.02

Geometry (Å):
C -1.958 -3.433 4.082
N -1.871 -1.974 4.097
C -2.015 -1.211 3.006
O -2.267 -1.686 1.903
C -1.911 0.303 3.194
N -0.943 0.916 2.261
C 0.387 0.872 2.350
C 1.039 0.234 3.562
O 1.095 1.330 1.470
C -3.316 0.903 3.031
C -3.385 2.333 3.561
O -3.710 0.912 1.681
H -1.144 -3.844 3.481
H -1.893 -3.830 5.096
H -2.906 -3.742 3.637
H -1.677 -1.524 4.979
H -1.598 0.502 4.218
H -1.317 1.347 1.422
H 0.675 0.709 4.470
H 0.831 -0.833 3.568
H 2.115 0.386 3.493
H -4.024 0.297 3.597
H -2.693 2.969 3.007
H -3.130 2.351 4.620
H -4.398 2.715 3.431
H -3.521 0.044 1.302
O -1.189 0.882 -0.954
C -0.126 0.329 -1.219
O 0.183 -0.900 -0.709
C 0.844 1.025 -2.151
N 1.005 2.330 -2.037
C 1.893 2.972 -2.862
O 2.080 4.172 -2.784
N 2.617 2.311 -3.811
C 2.465 0.957 -4.033
C 1.584 0.268 -3.217
C 1.346 -1.219 -3.430
C 1.849 -1.725 -4.786
C 3.264 -1.216 -5.047
C 3.254 0.311 -5.146
H -0.562 -1.128 -0.126
H 3.203 2.884 -4.406
H 0.276 -1.438 -3.364
H 1.850 -1.773 -2.631
H 1.838 -2.819 -4.793
H 1.180 -1.379 -5.581
H 3.652 -1.644 -5.977
H 3.924 -1.531 -4.232
H 2.819 0.613 -6.104
H 4.287 0.672 -5.120


7.
Density functional theory data (ωB97M-V/def2-TZVPD) for a 2-piece molecular cluster, C16H24NO6P overall.

Total energy in eV: -40038.291
SMILES: CCC[C@H](C)c1ccc2c(c1)C(=O)NC2=O.COP(=O)(OC)OC
HOMO level in Ha: -0.343
Lowest unoccupied orbital energy in eV: -2.50

Geometry (Å):
C 2.311 -1.539 -2.171
C 2.037 -0.072 -2.781
C 1.022 0.845 -1.919
C -0.279 1.340 -2.758
C -0.561 2.859 -2.231
C -1.617 0.484 -2.435
C -3.057 0.962 -2.797
C -4.359 0.154 -2.454
C -4.167 -1.185 -1.715
C -2.769 -1.750 -1.355
C -1.523 -0.922 -1.717
C -2.951 -3.154 -0.635
O -2.015 -3.944 -0.391
N -4.398 -3.269 -0.411
C -5.197 -2.260 -1.165
O -6.439 -2.350 -1.230
H 3.392 -1.592 -1.764
H 1.637 -1.827 -1.297
H 2.252 -2.318 -3.006
H 1.741 -0.188 -3.880
H 3.060 0.467 -2.792
H 0.740 0.394 -0.897
H 1.599 1.814 -1.661
H -0.068 1.299 -3.882
H -0.413 2.842 -1.092
H 0.180 3.587 -2.740
H -1.603 3.235 -2.500
H -3.226 1.955 -3.348
H -5.404 0.520 -2.703
H -0.505 -1.359 -1.417
H -4.625 -4.257 -0.611
C 2.627 0.144 5.809
O 3.240 0.554 4.587
P 2.251 0.305 3.198
O 3.464 0.247 2.280
O 1.673 1.840 3.276
C 2.505 2.907 3.703
O 1.160 -0.004 1.909
C 0.767 -1.363 1.811
H 3.307 0.364 6.633
H 1.690 0.688 5.964
H 2.430 -0.930 5.784
H 3.553 2.756 3.431
H 2.413 3.025 4.785
H 2.152 3.831 3.236
H 0.260 -1.667 2.730
H 1.640 -2.000 1.645
H 0.078 -1.471 0.972


8.
Density functional theory data (ωB97M-V/def2-TZVPD) for C16H25Br24NO5 as an isolated structure.

ΔE to the lowest compared entry with this formula, charge and spin in kJ/mol: 66.7
Total energy in eV: -1709740.231
HOMO level in Ha: -0.357
Lowest unoccupied orbital energy in eV: -0.25

Geometry (Å):
C -0.036 -0.997 -2.227
C -1.373 -0.984 -2.974
O -2.096 0.197 -2.712
C -3.199 -0.031 -1.867
C -4.019 1.232 -1.683
O -5.145 1.252 -2.547
C -6.246 0.515 -2.055
C -7.497 0.977 -2.791
O -8.426 1.502 -1.845
C -9.736 1.188 -2.132
N -9.998 -0.254 -1.947
C -11.224 -0.619 -2.515
O -12.181 0.067 -2.623
O -11.251 -1.896 -2.947
H -0.126 -0.331 -1.385
H 0.129 -2.010 -1.878
H 0.799 -0.757 -2.859
H -1.928 -1.862 -2.662
H -1.221 -1.106 -4.039
H -3.833 -0.791 -2.315
H -2.895 -0.422 -0.891
H -4.350 1.300 -0.652
H -3.434 2.105 -1.928
H -6.358 0.593 -0.978
H -6.076 -0.535 -2.296
H -7.893 0.138 -3.347
H -7.183 1.783 -3.441
H -10.343 1.751 -1.442
H -10.060 1.468 -3.131
H -10.058 -0.477 -0.958
H -11.724 -1.863 -3.790
C 2.745 -1.953 0.203
Br 2.588 -0.162 0.902
Br 4.454 -2.743 0.618
Br 1.291 -3.068 0.797
H 2.677 -1.883 -0.873
C -13.943 1.573 -0.111
Br -15.850 1.498 -0.366
Br -13.129 2.921 -1.213
Br -13.479 1.796 1.747
H -13.541 0.622 -0.430
C 7.039 -0.382 0.981
Br 6.973 1.481 0.503
Br 8.739 -1.163 0.534
Br 6.602 -0.663 2.834
H 6.290 -0.895 0.398
C 6.554 -3.877 4.884
Br 7.961 -3.909 3.569
Br 6.736 -2.389 6.099
Br 4.803 -3.932 4.084
H 6.664 -4.776 5.472
C 11.992 -4.059 5.755
Br 12.017 -5.965 5.469
Br 10.206 -3.414 6.070
Br 13.207 -3.533 7.155
H 12.340 -3.595 4.843
C 12.294 0.186 4.159
Br 13.576 -1.195 3.742
Br 10.920 0.258 2.812
Br 11.564 -0.040 5.926
H 12.829 1.124 4.152
C 8.459 5.382 1.822
Br 9.325 6.410 0.443
Br 6.606 5.042 1.397
Br 9.422 3.758 2.212
H 8.471 5.981 2.720
C 0.802 2.960 -3.746
Br -0.043 1.920 -5.131
Br -0.444 4.145 -2.881
Br 1.713 1.838 -2.472
H 1.551 3.575 -4.223


9.
Density functional theory data (ωB97M-V/def2-TZVPD) for a 8-piece molecular cluster, C16H25Cl3N6O3 overall.

2S+1: 2
Total energy in eV: -69645.212
HOMO level (spin up / spin down) in Ha: 0.001 / -0.241
Total charge: -1
Lowest unoccupied orbital energy (spin up / spin down) in eV: 2.30 / 2.30

Geometry (Å):
C 5.559 -0.093 -1.972
C 4.168 0.261 -1.716
N 3.098 0.519 -1.479
H 5.948 -0.921 -1.379
H 6.140 0.781 -1.679
H 5.763 -0.217 -3.036
C 3.018 0.030 2.171
C 4.309 0.659 1.892
N 5.319 1.163 1.543
H 2.806 -0.169 3.222
H 2.956 -0.902 1.609
H 2.247 0.730 1.848
C -1.729 2.745 2.808
C -0.497 2.208 3.236
N 0.509 1.814 3.594
H -2.554 2.181 3.242
H -1.723 2.741 1.718
H -1.834 3.769 3.168
C -3.531 -0.877 -1.963
C -3.463 -2.096 -2.776
N -3.444 -3.038 -3.419
H -4.532 -0.449 -2.028
H -2.835 -0.130 -2.344
H -3.331 -1.133 -0.923
C 0.804 6.452 -1.969
C 0.320 5.420 -1.045
N 0.055 4.637 -0.249
H 1.890 6.543 -1.938
H 0.474 7.469 -1.752
H 0.508 6.236 -2.995
C -0.063 1.344 -0.691
C -1.007 0.740 0.226
N -1.744 0.249 0.967
H 0.449 0.548 -1.232
H 0.534 1.919 0.017
H -0.629 1.986 -1.365
C -2.451 -3.047 1.758
O -2.075 -4.252 2.482
C -2.892 -5.299 2.510
O -4.018 -5.334 2.017
O -2.301 -6.338 3.073
C -2.887 -7.618 3.088
H -2.819 -3.397 0.794
H -1.590 -2.400 1.590
H -3.255 -2.492 2.241
H -2.137 -8.305 3.480
H -3.134 -7.880 2.059
H -3.752 -7.745 3.739
C 1.960 2.239 -4.387
Cl 2.986 1.805 -5.795
Cl 0.781 0.899 -4.024
Cl 1.048 3.706 -4.443
H 2.577 2.341 -3.494


10.
Density functional theory data (ωB97M-V/def2-TZVPD) for a 2-piece molecular cluster, C16H25ClN2O4 overall.

ΔE to the lowest compared entry with this formula, charge and spin in kJ/mol: 1.9
Total energy in eV: -40687.776
HOMO level in Ha: -0.214
Lowest unoccupied orbital energy in eV: -2.48

Geometry (Å):
C 1.265 -4.605 0.992
C 1.657 -3.519 1.990
C 1.076 -2.155 1.673
O 1.320 -1.845 0.288
C 1.687 -0.615 -0.039
C 1.061 0.492 0.523
N 1.398 1.731 0.170
C 0.648 2.883 0.737
C -0.416 3.349 -0.273
C -1.848 3.369 0.241
C -2.326 2.060 0.863
N -1.888 0.826 0.155
C -2.244 -0.311 1.015
C -2.470 0.742 -1.176
C -3.307 -0.422 -1.551
O -2.196 1.647 -1.931
C 2.352 1.966 -0.740
C 2.993 0.914 -1.341
C 2.668 -0.397 -1.010
C 3.382 -1.555 -1.672
O 3.546 -2.605 -1.134
O 3.893 -1.300 -2.897
H 1.967 -5.435 1.071
H 1.308 -4.249 -0.033
H 0.281 -5.018 1.209
H 2.741 -3.433 2.057
H 1.286 -3.781 2.982
H 0.002 -2.120 1.866
H 1.542 -1.400 2.312
H 0.266 0.384 1.241
H 1.385 3.658 0.931
H 0.218 2.553 1.678
H -0.383 2.691 -1.138
H -0.142 4.354 -0.596
H -2.464 3.604 -0.622
H -2.000 4.181 0.958
H -3.419 2.098 0.932
H -1.946 1.955 1.882
H -1.887 -1.246 0.593
H -3.317 -0.369 1.211
H -1.765 -0.180 1.990
H -4.219 -0.474 -0.955
H -3.598 -0.376 -2.629
H -2.744 -1.344 -1.374
H 2.560 3.000 -0.964
H 3.767 1.133 -2.062
H 3.366 -0.649 -3.377
Cl -5.058 -0.187 -4.049


What is the total energy in the ninth record?
-69645.212 eV


What is the formula in the sixth record?
C16H24N4O6


Which of these has the highest total energy?
C16H24N2O


What is the total energy in the tenth record?
-40687.776 eV